ORCA calculation (ωB97M-V with the def2-TZVPD basis set) on a structure of composition C21H43GaN2P3Se.

Cartesian coordinates (Å):
Ga  -0.012  0.241  0.862
P  1.845  -1.333  1.899
P  1.851  1.552  0.043
P  -1.319  -1.698  0.716
H  -2.734  2.737  -5.972
C  -3.659  2.624  -5.399
C  -3.715  2.858  -4.057
H  -3.003  3.417  -3.395
C  2.828  -2.432  0.774
C  3.204  -0.519  2.862
C  1.247  -2.571  3.141
C  1.464  2.691  -1.308
C  2.465  2.670  1.344
C  3.431  0.875  -0.559
C  -2.711  -1.519  -0.410
C  -2.143  -1.991  2.306
C  -0.732  -3.350  0.252
H  -4.421  2.257  -6.118
H  -4.673  2.731  -3.542
H  3.563  -3.017  1.353
H  3.365  -1.841  0.021
H  2.164  -3.126  0.244
H  3.780  -1.304  3.380
H  2.775  0.157  3.614
H  3.882  0.061  2.222
H  2.105  -2.894  3.749
H  0.796  -3.449  2.659
H  0.509  -2.101  3.803
H  2.358  3.327  -1.427
H  0.582  3.287  -1.041
H  1.284  2.110  -2.223
H  3.378  3.143  0.952
H  2.695  2.166  2.290
H  1.704  3.435  1.526
H  3.996  1.774  -0.838
H  3.273  0.240  -1.439
H  4.010  0.323  0.189
H  -3.284  -2.447  -0.270
H  -2.343  -1.444  -1.438
H  -3.309  -0.639  -0.146
H  -3.038  -2.564  2.035
H  -2.434  -1.047  2.777
H  -1.518  -2.582  2.989
H  -1.693  -3.879  0.155
H  -0.122  -3.832  1.030
H  -0.198  -3.306  -0.708
C  0.190  -1.094  -3.914
C  -0.694  0.020  -3.813
C  -1.496  0.280  -4.939
C  -1.551  -0.555  -6.047
C  -0.753  -1.694  -6.086
C  0.063  -1.983  -5.009
Se  1.591  -1.772  -2.833
H  0.909  -1.163  -1.624
H  -0.791  0.655  -2.913
H  -2.099  1.176  -5.006
H  -2.180  -0.342  -6.906
H  -0.729  -2.367  -6.937
H  0.617  -2.931  -5.060
C  -0.578  1.709  5.980
N  -0.785  1.748  4.553
C  -1.631  2.639  3.871
C  -1.515  2.321  2.559
N  -0.622  1.249  2.444
C  -0.186  0.937  3.680
H  -0.137  2.646  6.338
H  -1.517  1.514  6.509
H  0.114  0.903  6.221
H  -2.242  3.383  4.365
H  -1.994  2.778  1.708
H  0.524  0.153  3.965

Its total charge is +3. For the relative energy (zero: lowest compared OMol25 entry of this formula, charge and spin), the calculation gives 1.704 eV. The calculation puts the HOMO-LUMO gap at 5.3 eV.



ORCA calculation (ωB97M-V with the def2-TZVPD basis set) on a cluster of 3 separate species, C21H43IN2O11S2 in total.

Cartesian coordinates (Å):
C  -3.933  -3.736  1.792
C  -3.000  -2.776  1.037
C  -3.476  -2.460  -0.387
N  -4.623  -1.591  -0.508
C  -4.516  -0.154  -0.226
C  -5.169  0.037  1.166
C  -4.736  1.176  2.107
C  -5.706  2.324  2.159
O  -6.870  2.176  2.475
O  -5.163  3.519  1.872
C  -3.148  0.490  -0.535
S  -3.242  2.370  -0.565
C  -1.909  0.083  0.237
C  -0.632  0.873  -0.085
C  -0.291  1.914  1.003
S  0.054  3.593  0.462
O  -1.006  4.423  0.944
O  1.367  3.946  0.927
O  0.126  3.608  -1.117
O  -3.025  0.218  -1.937
C  -4.157  0.832  -2.475
O  -4.175  1.466  -3.508
C  -5.316  0.515  -1.503
N  -6.041  -0.459  -2.319
I  -6.769  2.067  -1.102
H  -4.705  -4.159  1.161
H  -4.423  -3.212  2.604
H  -3.352  -4.519  2.258
H  -2.930  -1.855  1.606
H  -1.992  -3.175  1.008
H  -3.772  -3.417  -0.813
H  -2.649  -2.134  -1.001
H  -5.412  -1.983  -0.025
H  -4.991  -0.875  1.714
H  -6.248  0.106  1.077
H  -4.761  0.776  3.115
H  -3.731  1.539  1.957
H  -5.909  4.108  1.707
H  -2.950  2.738  0.687
H  -1.666  -0.935  -0.033
H  -2.065  0.073  1.308
H  0.180  0.156  -0.080
H  -0.648  1.287  -1.082
H  -1.157  2.019  1.641
H  0.543  1.609  1.613
H  0.807  4.258  -1.333
H  -6.936  -0.682  -1.912
H  -6.188  -0.017  -3.217
C  4.828  -2.071  -3.205
O  4.158  -1.258  -4.151
C  2.770  -1.538  -4.250
C  1.942  -0.515  -3.507
O  2.156  -0.591  -2.105
C  3.014  0.425  -1.620
H  5.823  -1.655  -3.060
H  4.307  -2.085  -2.244
H  4.928  -3.096  -3.580
H  2.549  -2.544  -3.881
H  2.506  -1.501  -5.311
H  0.882  -0.720  -3.686
H  2.158  0.492  -3.877
H  2.486  1.386  -1.617
H  3.924  0.508  -2.218
H  3.291  0.173  -0.596
C  7.806  0.789  3.637
O  7.953  -0.473  3.010
C  6.767  -1.250  3.026
C  6.060  -1.216  1.691
O  5.552  0.077  1.398
C  6.354  0.797  0.478
H  8.690  1.378  3.402
H  6.922  1.318  3.275
H  7.741  0.672  4.724
H  6.094  -0.914  3.820
H  7.059  -2.282  3.243
H  5.205  -1.899  1.728
H  6.731  -1.557  0.897
H  6.236  0.382  -0.529
H  7.410  0.779  0.757
H  6.010  1.830  0.474

The SMILES is CCCN[C@@]1(CCC(=O)O)[C@@](S)(CCCS(=O)(=O)O)OC(=O)[C@]1(N)I.COCCOC.COCCOC. The calculation puts the HOMO-LUMO gap at 8.8 eV.



ORCA calculation (ωB97M-V with the def2-TZVPD basis set) on a structure of composition C21H43N2OP3Ru.

Cartesian coordinates (Å):
Ru  0.188  0.216  0.712
P  1.545  -0.739  2.287
P  1.564  1.813  0.151
P  -0.489  -2.043  0.127
H  0.995  2.376  -3.679
C  -0.074  2.303  -3.904
C  -1.033  2.902  -3.200
H  -0.756  3.772  -2.580
C  2.695  -2.026  1.637
C  2.713  0.408  3.140
C  0.760  -1.402  3.821
C  1.127  2.867  -1.248
C  1.710  3.223  1.330
C  3.267  1.332  -0.267
C  -2.071  -2.441  -0.772
C  -0.801  -3.262  1.498
C  0.761  -2.923  -0.888
H  -0.356  1.876  -4.876
H  -2.097  2.700  -3.422
H  3.497  -2.209  2.359
H  3.168  -1.676  0.712
H  2.195  -2.977  1.429
H  3.357  -0.197  3.805
H  2.186  1.131  3.784
H  3.364  0.960  2.448
H  0.422  -2.453  3.733
H  -0.110  -0.765  4.079
H  1.484  -1.354  4.664
H  1.540  3.880  -1.181
H  0.045  2.947  -1.205
H  1.418  2.426  -2.197
H  2.420  3.959  0.946
H  2.045  2.898  2.312
H  0.744  3.718  1.439
H  3.755  2.254  -0.621
H  3.281  0.587  -1.078
H  3.812  0.931  0.594
H  -2.609  -3.274  -0.303
H  -1.883  -2.699  -1.821
H  -2.751  -1.586  -0.752
H  -1.593  -3.929  1.133
H  -1.165  -2.730  2.382
H  0.094  -3.867  1.722
H  0.368  -2.998  -1.910
H  0.923  -3.937  -0.486
H  1.722  -2.389  -0.915
C  -1.311  -0.326  -2.915
C  -0.059  -0.765  -3.434
C  -0.044  -1.514  -4.611
C  -1.200  -1.798  -5.312
C  -2.454  -1.417  -4.807
C  -2.543  -0.647  -3.625
O  -1.415  0.297  -1.724
H  -0.474  0.598  -1.053
H  0.846  -0.477  -2.858
H  0.927  -1.867  -4.930
H  -1.094  -2.241  -6.315
H  -3.366  -1.665  -5.365
H  -3.509  -0.353  -3.171
C  -0.625  2.000  3.743
C  -1.681  1.239  3.067
N  -1.594  0.730  1.833
C  -2.864  0.328  1.442
C  -3.722  0.555  2.483
N  -2.996  1.223  3.458
H  -1.069  2.436  4.649
H  0.193  1.340  4.061
H  -0.173  2.788  3.114
H  -3.060  0.024  0.424
H  -4.771  0.330  2.557
H  -3.321  1.581  4.349

The spin multiplicity is 5. Its total charge is +4. Its expectation value of S² is 6.0466. For the relative energy (zero: lowest compared OMol25 entry of this formula, charge and spin), the calculation gives 4.000 eV. The calculation puts the HOMO-LUMO gap (alpha / beta) at 6.2 / 3.1 eV.



Sequential max |F| output: 2.20; 2.49; 4.69 eV/Å